# 1
A molecular structure, C20H40O15 in a non-equilibrium geometry. Source: OMol25; level of theory: wB97M-V/def2-TZVPD.

Last column: Mulliken charge in e.
Cartesian coordinates (Å):
C  15.4309  3.7435  -18.5941  -1.291
C  14.2138  4.3008  -17.8335  -0.534
O  13.1885  3.3833  -17.8590  -0.108
C  12.3769  3.4073  -18.9623  0.602
O  12.6071  4.0140  -20.0405  -0.672
O  11.2890  2.7625  -18.6413  -0.367
C  10.2959  2.4484  -19.6964  0.278
H  15.1023  3.4612  -19.5943  0.384
H  15.8392  2.8191  -18.1854  0.401
H  16.2379  4.4486  -18.7936  0.410
H  13.9414  5.2576  -18.2789  0.508
H  14.4880  4.3766  -16.7812  0.277
H  10.3019  3.2442  -20.4413  0.432
H  9.3145  2.1432  -19.3333  -1.640
H  10.6278  1.5488  -20.2148  0.476
C  5.0214  -5.0993  -20.5168  -1.503
C  5.8533  -3.7733  -20.4223  0.169
O  6.6883  -3.7849  -19.2626  -0.359
C  7.7917  -2.8865  -19.1606  0.965
O  8.0496  -2.0043  -19.9176  -0.465
O  8.2414  -2.9784  -17.9220  -0.438
C  8.9577  -1.9412  -17.2227  -0.543
H  4.2474  -5.0860  -21.2843  0.399
H  4.4289  -5.2010  -19.6076  0.362
H  5.6486  -5.9905  -20.4970  0.361
H  5.1246  -2.9672  -20.5090  0.164
H  6.5228  -3.8599  -21.2781  0.275
H  8.5276  -0.9746  -17.4850  0.234
H  10.0160  -1.9272  -17.4833  0.359
H  8.8523  -2.1680  -16.1618  0.428
C  11.2094  1.1630  -12.5508  -1.491
C  11.0814  1.9673  -13.8721  0.109
O  12.2995  1.8437  -14.5962  -0.256
C  13.4188  2.6856  -14.5438  0.669
O  13.5796  3.5554  -13.6981  -0.603
O  14.2163  2.4406  -15.6272  -0.061
C  15.5190  2.9380  -15.7459  -1.060
H  11.4585  0.1237  -12.7649  0.320
H  10.2549  1.1818  -12.0247  0.420
H  12.0546  1.5462  -11.9791  0.369
H  10.8657  2.9724  -13.5098  0.304
H  10.2285  1.6445  -14.4692  0.424
H  16.0503  2.8304  -16.6916  0.144
H  16.1422  2.5000  -14.9661  0.342
H  15.4867  4.0268  -15.7072  0.732
C  9.9791  -2.0304  -20.2780  -2.029
C  9.5168  -0.7606  -19.6411  0.640
O  10.5371  -0.0678  -18.9120  -0.243
C  10.0925  0.9596  -18.0464  0.835
O  8.9115  1.2890  -17.9189  -0.427
O  11.1342  1.4384  -17.3193  -0.231
C  10.8599  2.3345  -16.2099  -0.221
H  10.9416  -1.8799  -20.7670  0.497
H  9.3230  -2.2109  -21.1295  0.339
H  9.9013  -2.9443  -19.6891  0.327
H  8.6203  -0.9971  -19.0681  0.137
H  9.1699  -0.0813  -20.4197  0.371
H  10.6293  3.3220  -16.6096  0.276
H  11.7791  2.4346  -15.6327  -0.078
H  9.9765  2.1093  -15.6124  0.119
C  7.8774  3.9307  -18.5438  -1.260
C  7.6595  2.4650  -19.0847  0.181
O  6.4019  2.4282  -19.7964  -0.393
C  5.9332  1.4212  -20.6764  0.483
O  4.8295  1.4325  -21.2056  -0.602
O  6.8383  0.4096  -20.8081  -0.100
C  6.4338  -0.8641  -21.1356  -0.462
H  7.8814  4.5876  -19.4136  0.340
H  8.7947  3.9087  -17.9554  0.187
H  7.0315  4.1593  -17.8954  0.398
H  7.6282  1.8043  -18.2183  0.253
H  8.4284  2.0736  -19.7508  0.362
H  5.3977  -1.1234  -20.9182  0.482
H  7.0700  -1.6236  -20.6812  -0.543
H  6.4657  -1.0275  -22.2128  0.436

electronic energy: -1913.9702 a.u.
lowest unoccupied orbital energy: 0.37 eV
spin multiplicity: 1
M: 520.53 g mol⁻¹
ΔE to the lowest compared entry with this formula, charge and spin: 459.9 kcal per mole

=====

# 2
A molecular structure, C20H40O40S10 in a non-equilibrium geometry. Source: OMol25; level of theory: wB97M-V/def2-TZVPD.

Last column: Mulliken charge in e.
Cartesian coordinates (Å):
C  3.4294  0.6526  -2.8253  -1.942
C  3.4520  1.0612  -1.3401  -0.856
O  4.6388  0.7987  -0.7161  -0.494
S  5.8055  0.9987  -1.9429  0.982
O  6.9734  0.1774  -1.5222  -0.614
O  6.0059  2.3845  -2.3691  -0.605
O  4.7789  0.1618  -2.9274  -0.749
H  3.2604  1.5243  -3.4576  1.147
H  2.7468  -0.1394  -3.1334  0.983
H  2.6696  0.5263  -0.8018  0.969
H  3.3962  2.1488  -1.2958  2.206
C  0.0444  -0.1160  3.8293  -0.310
C  -0.8646  -0.0686  2.5976  1.402
O  -2.0769  -0.4357  3.0501  0.462
S  -2.1675  -1.0065  4.5996  1.005
O  -1.9087  -2.5049  4.6104  -0.650
O  -3.2577  -0.5183  5.4542  -0.622
O  -0.7507  -0.2820  4.9963  -0.599
H  0.4413  0.8936  3.9356  0.263
H  1.0034  -0.6105  3.6747  0.311
H  -0.4554  -0.8079  1.9090  -0.882
H  -0.7144  0.9139  2.1500  -0.191
C  -5.4937  0.9891  1.9554  -0.432
C  -4.0789  0.6477  2.5309  -0.475
O  -3.1610  0.4314  1.4897  0.827
S  -3.8599  0.1984  0.0366  1.797
O  -3.6772  -1.1656  -0.4964  -0.550
O  -3.5403  1.3207  -0.8045  -0.554
O  -5.3804  0.3972  0.7174  -0.582
H  -5.7099  2.0550  1.8838  0.280
H  -6.2493  0.4864  2.5591  0.381
H  -4.1253  -0.2928  3.0799  0.497
H  -3.6465  1.3476  3.2459  0.346
C  -1.5545  3.7479  1.7225  0.327
C  -2.8034  2.8680  1.7878  0.264
O  -2.6456  2.2795  3.0647  -0.565
S  -1.9398  3.3041  4.1944  1.120
O  -0.8598  2.6170  4.8629  -0.515
O  -2.9116  4.0345  5.0528  -0.653
O  -1.4141  4.3439  2.9482  -0.499
H  -1.6853  4.5583  1.0054  0.533
H  -0.6897  3.2283  1.3099  -0.823
H  -2.8919  2.1546  0.9684  0.962
H  -3.6605  3.5413  1.7824  0.550
C  -0.7531  -0.2911  -1.1565  -0.635
C  -0.9654  0.9661  -0.2940  -0.540
O  -0.3759  0.6593  0.8982  -0.522
S  1.0397  -0.1421  0.6066  -0.066
O  1.2798  -1.1399  1.6275  -1.183
O  2.0985  0.7944  0.3054  1.225
O  0.4465  -0.8928  -0.7241  2.397
H  -0.7015  -0.1681  -2.2383  -0.261
H  -1.4468  -1.0928  -0.9033  -0.403
H  -1.9979  1.2107  -0.0448  -2.544
H  -0.3695  1.8270  -0.5972  0.168
C  2.9975  1.7559  2.4558  -0.746
C  3.7666  1.6892  1.1481  0.114
O  3.1181  2.4633  0.1797  -0.468
S  1.7661  3.2030  0.8535  1.354
O  0.5476  3.0839  -0.0260  -0.305
O  2.0476  4.4715  1.5839  -0.781
O  1.7019  2.0047  1.9879  -0.635
H  3.3816  2.5744  3.0646  0.458
H  2.8672  0.7799  2.9234  0.166
H  4.0262  0.7039  0.7608  -0.185
H  4.7330  2.1797  1.2648  0.608
C  4.4359  -3.1264  -1.0008  -0.771
C  4.0961  -1.7033  -1.3855  0.279
O  3.0635  -1.2346  -0.5940  0.455
S  2.1710  -2.5153  -0.1206  0.729
O  0.8754  -2.6713  -0.7349  -0.416
O  2.2900  -2.6346  1.3159  -0.806
O  3.1974  -3.6759  -0.7283  -0.562
H  4.9213  -2.9902  -0.0344  0.391
H  5.0272  -3.7313  -1.6882  0.380
H  3.7234  -1.5948  -2.4041  0.420
H  4.9628  -1.0458  -1.3183  -0.133
C  -0.9332  -3.5942  -2.3007  0.878
C  0.1367  -3.4376  -3.3889  -0.160
O  -0.3275  -2.7320  -4.4631  -0.456
S  -1.8118  -2.0052  -4.1334  0.887
O  -2.7829  -2.2126  -5.1859  -0.619
O  -1.5280  -0.6048  -3.7341  -0.458
O  -2.0723  -3.1250  -2.9217  -0.570
H  -0.7051  -2.9954  -1.4189  -1.024
H  -1.0367  -4.6519  -2.0585  1.139
H  0.1718  -4.4421  -3.8107  0.600
H  1.0748  -3.0631  -2.9792  -0.143
C  -2.2513  -4.0964  -0.2049  0.509
C  -2.9399  -2.8555  0.4531  0.265
O  -2.4352  -2.8325  1.7645  -0.251
S  -0.9631  -3.6024  1.8833  1.252
O  -0.8036  -4.4215  3.0652  -0.664
O  0.0534  -2.5516  1.6091  -0.414
O  -1.0944  -4.5283  0.5606  -0.413
H  -1.9335  -3.8240  -1.2113  -1.323
H  -2.9935  -4.8498  -0.4687  0.506
H  -4.0243  -2.7454  0.4416  0.674
H  -2.6463  -1.9960  -0.1495  -0.156
C  -1.1710  2.4443  -3.6333  -0.727
C  -0.0195  2.5222  -4.6372  -0.613
O  1.1784  2.3103  -3.8716  -0.479
S  0.9277  1.2671  -2.6546  0.438
O  1.5676  1.7737  -1.4145  -0.391
O  1.1337  -0.1036  -3.1731  -0.592
O  -0.7445  1.5811  -2.5890  0.102
H  -2.1011  2.1180  -4.0988  0.384
H  -1.2855  3.4462  -3.2196  0.508
H  0.0559  3.5289  -5.0482  0.411
H  -0.1391  1.7180  -5.3633  0.263

electronic energy: -7775.8409 a.u.
lowest unoccupied orbital energy: -0.18 eV
spin multiplicity: 1
M: 1241.17 g mol⁻¹
ΔE to the lowest compared entry with this formula, charge and spin: 926.1 kcal per mole

=====

# 3
A molecular structure, C20H40OsP2Si in a non-equilibrium geometry. Source: OMol25; level of theory: wB97M-V/def2-TZVPD.

Last column: Löwdin spin population.
Cartesian coordinates (Å):
P  0.3212  -2.6294  -2.1647  0.497
P  0.1134  2.8805  -0.6575  0.003
C  0.8843  0.6144  -2.5113  0.231
C  0.9086  2.1366  -2.1909  0.040
H  1.9246  0.2932  -2.7606  0.049
H  0.5306  0.0326  -1.6491  0.005
H  1.9628  2.4151  -2.0411  0.007
H  0.5261  2.7185  -3.0438  0.002
C  -1.5301  3.2748  -1.2795  0.000
H  -2.1514  3.6856  -0.4756  0.000
H  -1.9846  2.3415  -1.6393  0.000
H  -1.4593  3.9983  -2.1033  0.000
C  0.9947  4.3067  -0.0249  0.002
H  0.3999  5.2205  -0.1477  0.000
H  1.9514  4.4192  -0.5352  0.000
H  1.1748  4.1528  1.0455  0.000
C  -0.4737  -4.1662  -2.7313  0.073
H  -0.3368  -4.9598  -1.9838  0.018
H  -0.0263  -4.4701  -3.6879  0.000
H  -1.5457  -3.9630  -2.8714  0.002
C  2.1115  -2.9615  -2.0518  0.093
H  2.5714  -2.2724  -1.3304  0.000
H  2.5444  -2.7858  -3.0490  0.022
H  2.2939  -4.0000  -1.7475  0.019
Os  0.3646  -0.4579  -4.3713  1.942
C  0.5009  1.0094  -5.5756  0.155
C  -0.8237  0.9235  -4.9438  0.200
C  -2.0196  0.4790  -5.7543  0.045
C  -1.9383  -1.0269  -6.1117  0.030
C  -0.7909  -1.6991  -5.3874  0.114
C  0.5660  -1.6520  -5.9359  0.175
C  0.8694  -0.9076  -7.2112  0.031
C  0.7127  0.6218  -7.0258  0.032
C  -0.3015  -2.1730  -0.5186  0.067
H  1.0863  1.8846  -5.2870  0.023
H  -1.0477  1.6764  -4.1832  0.030
H  -2.1417  1.0958  -6.6531  0.007
H  -2.9111  0.6222  -5.1285  0.001
H  -2.8700  -1.5002  -5.7775  0.000
H  -1.8959  -1.1718  -7.1994  0.005
H  -1.0624  -2.6445  -4.8871  0.014
H  1.1261  -2.5926  -5.8478  0.037
H  0.2551  -1.2543  -8.0545  0.003
H  1.9071  -1.1165  -7.5039  0.001
H  1.6485  1.0889  -7.3622  0.001
H  -0.0857  1.0182  -7.6641  0.003
H  0.4951  -2.2749  0.2308  0.008
H  -1.1474  -2.8272  -0.2653  0.004
H  -0.6465  -1.1283  -0.5393  0.008
C  -1.6515  0.9871  4.0219  0.000
Si  -0.1112  0.2494  3.2556  0.000
C  1.4405  0.9287  4.0562  0.000
C  -0.1276  -1.6147  3.3484  0.000
C  -0.0761  0.8940  1.5228  0.000
C  -0.0169  1.6132  0.5215  0.000
H  -1.4646  1.3254  5.0479  0.000
H  -2.4798  0.2685  4.0339  0.000
H  -1.9654  1.8533  3.4241  0.000
H  1.2761  1.1582  5.1154  0.000
H  2.2707  0.2159  3.9753  0.000
H  1.7395  1.8523  3.5428  0.000
H  -0.8912  -2.0490  2.6914  0.000
H  0.8467  -2.0348  3.0673  0.000
H  -0.3439  -1.9273  4.3795  0.000

electronic energy: -1848.0873 a.u.
lowest unoccupied orbital energy (spin up / spin down): -5.15 / -9.65 eV
spin multiplicity: 5
net charge: +2
M: 560.80 g mol⁻¹
ΔE to the lowest compared entry with this formula, charge and spin: 0.0 kcal per mole